Record 1
Below is 5 unconnected molecules or ions with the total composition C6H16O4 at a distorted geometry, with properties calculated with ωB97M-V with the def2-TZVPD basis set.

**HOMO energy**: -8.88 eV
**Orbital gap**: 9.32 eV
**Calculated total energy**: -14669.242 eV

Atoms and positions in Å:
C (-2.135, 1.157, -0.875)
C (-1.607, 0.739, -2.024)
C (-0.386, 0.847, 0.748)
C (-1.359, 1.625, 0.266)
C (1.851, 1.056, 1.766)
C (0.528, 1.245, 1.805)
H (-3.203, 1.212, -0.700)
H (-2.238, 0.376, -2.848)
H (-0.628, 0.924, -2.427)
H (-0.280, -0.152, 0.291)
H (-1.610, 2.569, 0.743)
H (2.497, 0.559, 1.038)
H (2.417, 1.469, 2.634)
H (0.274, 2.029, 2.550)
H (2.881, 2.091, -0.604)
H (3.330, 0.741, -1.376)
O (3.592, 1.493, -0.849)
H (-2.780, -1.109, 0.504)
H (-1.798, -1.487, 1.626)
O (-2.405, -1.858, 0.975)
H (0.282, -3.150, 0.875)
H (-0.952, -3.423, 0.012)
O (0.011, -3.389, -0.025)
H (1.464, -2.282, -1.968)
H (0.859, -1.805, -0.696)
O (1.394, -1.474, -1.440)

Record 2
Below is a molecular structure, C6H16O6RbS2 at a distorted geometry, with properties calculated with ωB97M-V with the def2-TZVPD basis set.

**HOMO energy**: -13.13 eV
**Orbital gap**: 8.99 eV
**Total charge**: +1
**Calculated total energy**: -41084.089 eV

Atoms and positions in Å:
Rb (0.756, 0.382, 4.344)
O (-1.217, 4.047, 0.502)
S (-0.504, 5.263, 0.095)
O (0.919, 5.515, 0.361)
O (-0.712, 5.479, -1.564)
C (-1.726, 4.719, -2.226)
C (-1.029, 3.463, -2.745)
C (-1.429, 6.827, 0.539)
H (-2.028, 5.318, -3.086)
H (-2.729, 4.483, -1.870)
H (-1.557, 2.825, -3.453)
H (-0.594, 2.919, -1.907)
H (-0.153, 3.750, -3.328)
H (-2.150, 7.002, -0.261)
H (-0.634, 7.569, 0.620)
H (-1.939, 6.727, 1.497)
O (0.750, -2.916, 0.389)
S (1.397, -3.968, -0.379)
O (2.426, -3.686, -1.367)
O (2.035, -5.177, 0.671)
C (1.188, -5.772, 1.682)
C (1.714, -5.474, 3.085)
C (0.188, -5.144, -1.139)
H (1.014, -6.846, 1.622)
H (0.243, -5.229, 1.684)
H (2.792, -5.329, 3.003)
H (1.624, -6.319, 3.767)
H (1.436, -4.448, 3.327)
H (0.659, -6.116, -1.286)
H (-0.054, -4.666, -2.088)
H (-0.687, -5.198, -0.491)

Record 3
Below is 2 unconnected molecules or ions with the total composition C6H16OS at a distorted geometry, with properties calculated with ωB97M-V with the def2-TZVPD basis set.

**HOMO energy**: -8.64 eV
**Orbital gap**: 9.45 eV
**Calculated total energy**: -19363.553 eV

Atoms and positions in Å:
C (0.158, 3.378, -0.895)
C (0.612, 1.957, -0.763)
C (0.810, 1.515, 0.682)
O (1.833, 1.816, -1.537)
H (-0.236, 3.469, -1.994)
H (1.034, 4.087, -0.756)
H (-0.739, 3.586, -0.320)
H (-0.127, 1.227, -1.121)
H (-0.085, 1.675, 1.295)
H (1.554, 2.132, 1.111)
H (1.067, 0.466, 0.805)
H (2.088, 0.901, -1.640)
C (0.256, -3.282, -1.047)
C (-0.236, -2.652, 0.285)
S (-1.348, -1.210, 0.070)
C (-1.829, -0.825, 1.779)
H (0.734, -4.257, -0.821)
H (1.048, -2.687, -1.542)
H (-0.626, -3.429, -1.730)
H (0.628, -2.299, 0.847)
H (-0.716, -3.412, 0.900)
H (-2.344, -1.724, 2.174)
H (-0.988, -0.485, 2.351)
H (-2.547, 0.053, 1.868)

Record 4
Below is 2 unconnected molecules or ions with the total composition C6H16OS, with properties calculated with ωB97M-V with the def2-TZVPD basis set.

**HOMO energy**: -8.67 eV
**Orbital gap**: 9.59 eV
**Calculated total energy**: -19363.773 eV

Atoms and positions in Å:
O (-0.520, 0.730, 4.091)
C (-0.098, 0.535, 5.424)
C (-2.540, 1.574, 2.132)
C (-0.722, 2.106, 3.811)
C (-1.192, 2.249, 2.376)
H (0.857, 1.047, 5.627)
H (-0.851, 0.896, 6.144)
H (0.044, -0.548, 5.577)
H (-2.470, 0.496, 2.356)
H (-2.851, 1.695, 1.081)
H (-3.312, 2.019, 2.781)
H (0.222, 2.661, 3.972)
H (-1.478, 2.519, 4.507)
H (-0.421, 1.812, 1.713)
H (-1.260, 3.330, 2.147)
S (1.398, -0.680, 1.709)
C (-1.016, -2.051, 2.080)
C (-0.241, -1.183, 1.099)
H (0.953, 0.000, 2.787)
H (-0.439, -2.956, 2.332)
H (-1.978, -2.359, 1.638)
H (-1.219, -1.493, 3.010)
H (-0.024, -1.742, 0.169)
H (-0.817, -0.279, 0.821)